Density functional theory data (the ωB97M-V functional and the def2-TZVPD basis) for a 5-piece molecular cluster, C12H24NO15S2 overall at a distorted geometry.

Results
- net charge = -1
- HOMO level (eV) = -5.67
- ΔE to the lowest compared entry with this formula, charge and spin (kcal/mol) = 4.21
- E_LUMO (eV) = 2.146

Each atom is followed by the atoms it is bonded to, with distances in Å.
Element x y z (Å)
1 N -1.465 -1.688 -0.640  O2 1.282, O3 1.284, O4 1.279
2 O -0.461 -1.714 0.156  N1 1.282
3 O -1.337 -1.539 -1.909  N1 1.284
4 O -2.549 -1.227 -0.141  N1 1.279
5 O 1.376 -4.086 4.998  S6 1.451
6 S 0.742 -2.927 5.599  O5 1.451, O7 1.374, O8 1.703, C11 1.747
7 O 1.208 -1.642 5.463  S6 1.374
8 O -0.817 -2.832 4.919  S6 1.703, C9 1.423
9 C -1.134 -2.069 3.761  O8 1.423, C10 1.560, H12 1.085, H13 1.003
10 C -2.662 -2.293 3.544  C9 1.560, H14 1.132, H15 0.970, H16 1.009
11 C 0.596 -3.293 7.301  S6 1.747, H17 1.166, H18 1.076, H19 0.960
12 H -0.425 -2.396 3.008  C9 1.085
13 H -1.029 -1.123 4.076  C9 1.003
14 H -3.380 -1.937 4.343  C10 1.132
15 H -2.942 -3.215 3.430  C10 0.970
16 H -2.949 -1.718 2.766  C10 1.009
17 H 1.692 -3.251 7.697  C11 1.166
18 H -0.008 -4.122 7.626  C11 1.076
19 H 0.184 -2.549 7.746  C11 0.960
20 O 3.755 1.749 1.019  S21 1.430
21 S 3.519 2.494 -0.179  O20 1.430, O22 1.449, O23 1.735, C26 1.743
22 O 4.719 2.618 -0.982  S21 1.449
23 O 2.241 1.704 -1.047  S21 1.735, C24 1.503
24 C 2.832 0.551 -1.809  O23 1.503, C25 1.408, H27 1.277, H28 1.111
25 C 1.751 -0.062 -2.470  C24 1.408, H29 1.086, H30 1.093, H31 1.022
26 C 2.771 3.982 0.335  S21 1.743, H32 1.109, H33 1.097, H34 1.146
27 H 3.507 -0.171 -1.001  C24 1.277
28 H 3.507 0.821 -2.649  C24 1.111
29 H 0.918 -0.102 -1.774  C25 1.086
30 H 2.021 -0.862 -3.164  C25 1.093
31 H 1.376 0.481 -3.250  C25 1.022
32 H 2.601 4.724 -0.472  C26 1.109
33 H 3.248 4.637 1.075  C26 1.097
34 H 1.688 3.763 0.639  C26 1.146
35 C -1.292 -1.035 -5.351  C36 1.519, O40 1.403, H41 1.204, H42 1.183
36 C -0.972 0.203 -6.171  C35 1.519, O37 1.378, H43 1.074, H44 1.147
37 O -2.185 0.451 -6.775  C36 1.378, C38 1.283
38 C -2.870 -0.629 -6.881  O37 1.283, O39 1.239, O40 1.342
39 O -3.891 -0.848 -7.547  C38 1.239
40 O -2.370 -1.573 -6.069  C35 1.403, C38 1.342
41 H -1.607 -0.788 -4.216  C35 1.204
42 H -0.439 -1.845 -5.222  C35 1.183
43 H -0.239 0.125 -6.952  C36 1.074
44 H -0.541 1.075 -5.564  C36 1.147
45 C -1.127 2.087 -0.620  C46 1.530, O50 1.399, H51 1.084, H52 0.970
46 C -0.485 1.545 0.659  C45 1.530, O47 1.370, H53 0.994, H54 1.088
47 O -0.406 2.703 1.386  C46 1.370, C48 1.358
48 C -0.981 3.768 0.771  O47 1.358, O49 1.299, O50 1.253
49 O -0.952 4.970 1.263  C48 1.299
50 O -1.327 3.453 -0.391  C45 1.399, C48 1.253
51 H -2.123 1.665 -0.689  C45 1.084
52 H -0.491 2.049 -1.352  C45 0.970
53 H 0.382 1.065 0.578  C46 0.994
54 H -1.200 0.865 1.118  C46 1.088

Atomic charges from the Mulliken analysis, expressed in e, are listed below:
1. N 0.812
2. O -0.583
3. O -0.593
4. O -0.620
5. O -0.614
6. S 1.139
7. O -0.582
8. O -0.358
9. C -0.082
10. C -1.478
11. C -0.988
12. H 0.358
13. H 0.312
14. H 0.312
15. H 0.500
16. H 0.407
17. H 0.293
18. H 0.344
19. H 0.428
20. O -0.612
21. S 1.116
22. O -0.636
23. O -0.186
24. C -0.118
25. C -1.140
26. C -0.694
27. H 0.290
28. H 0.234
29. H 0.040
30. H 0.451
31. H 0.434
32. H 0.330
33. H 0.379
34. H 0.061
35. C -0.002
36. C -0.167
37. O -0.321
38. C 0.677
39. O -0.613
40. O -0.314
41. H 0.122
42. H 0.204
43. H 0.231
44. H 0.206
45. C -0.204
46. C -0.115
47. O -0.410
48. C 0.621
49. O -0.683
50. O -0.343
51. H 0.322
52. H 0.315
53. H 0.413
54. H 0.103